[1]
Formula: C8H19NO
Source: OMol25
Level of theory: ωB97M-V with the def2-TZVPD basis set

Values from the calculation:
* E_LUMO: 0.68 eV
* HOMO energy: -9.5 eV
* gap between HOMO and LUMO: 0.3734 Eh
* total energy: -446.06730 Ha

ORCA input file:
```
! wB97M-V def2-TZVPD RIJCOSX def2/J DEFGRID3
* xyz 0 1
C -4.021 -1.622 -0.676
N -3.108 -0.412 -0.511
C -2.595 -0.113 0.718
C -2.253 1.398 0.727
O -2.484 -0.973 1.628
H -4.274 -2.223 0.247
H -4.939 -1.272 -1.348
H -3.369 -2.449 -1.251
H -2.980 0.104 -1.504
H -3.011 1.688 -0.197
H -1.178 1.391 0.470
H -2.250 1.959 1.675
C 0.764 2.388 -0.037
C 1.035 0.888 -0.373
C 2.530 0.372 0.093
C 2.698 -1.199 -0.219
C 3.767 -1.935 0.504
H 0.818 2.719 0.963
H 1.567 2.984 -0.673
H -0.142 2.522 -0.563
H 0.830 0.694 -1.420
H 0.137 0.427 0.213
H 3.237 1.144 -0.320
H 2.482 0.514 1.134
H 2.649 -1.305 -1.385
H 1.557 -1.419 0.153
H 3.905 -1.573 1.566
H 3.700 -3.002 0.242
H 4.930 -1.695 0.142
*
```

=====

[2]
Formula: C8H19NO
Source: OMol25
Level of theory: ωB97M-V with the def2-TZVPD basis set

Values from the calculation:
* E_LUMO: 0.59 eV
* HOMO energy: -9.5 eV
* gap between HOMO and LUMO: 0.3714 Eh
* total energy: -445.95998 Ha

ORCA input file:
```
! wB97M-V def2-TZVPD RIJCOSX def2/J DEFGRID3
* xyz 0 1
C 2.285 2.657 0.693
C 2.060 1.468 1.687
C 2.775 -0.717 2.332
C -2.860 1.303 -1.946
C -2.585 0.260 -0.767
C -1.673 -0.700 -1.367
C -1.425 -1.760 -0.273
C -0.368 -2.881 -0.854
H 2.848 2.396 -0.269
H 2.947 3.534 1.094
H 1.251 2.748 0.305
H 3.375 0.630 0.546
H 2.490 0.385 3.372
H 1.950 -1.730 2.121
H 4.035 -0.928 2.487
H -1.952 1.595 -2.393
H -3.496 0.779 -2.841
H -3.243 2.220 -1.516
H -3.615 -0.147 -0.423
H -1.982 0.904 -0.154
H -2.087 -1.067 -2.363
H -0.763 -0.338 -1.477
H -2.460 -2.089 0.246
H -1.129 -1.051 0.678
H 0.792 -2.686 -0.839
H -0.378 -3.705 -0.245
H -0.957 -2.994 -1.831
N 2.864 0.370 1.370
O 1.301 1.541 2.626
*
```

=====

[3]
Formula: C8H19NO
Source: OMol25
Level of theory: ωB97M-V with the def2-TZVPD basis set

Values from the calculation:
* E_LUMO: 0.77 eV
* HOMO energy: -8.1 eV
* gap between HOMO and LUMO: 0.3259 Eh
* total energy: -446.11403 Ha

ORCA input file:
```
! wB97M-V def2-TZVPD RIJCOSX def2/J DEFGRID3
* xyz 0 1
C 0.120 0.548 -0.001
C -0.882 -0.390 0.438
C 1.564 -0.700 0.402
C 0.126 0.826 -1.484
C 0.356 1.777 0.848
C -3.378 0.112 -0.529
C 1.355 -2.167 0.079
C 2.800 -0.162 -0.290
N -2.279 0.802 0.117
O -0.965 -0.826 1.736
H -0.739 -0.102 2.334
H -2.552 1.021 1.074
H -1.092 -1.214 -0.237
H 1.643 -0.564 1.483
H 0.017 -0.087 -2.066
H -0.712 1.481 -1.719
H 1.054 1.318 -1.772
H 1.326 2.213 0.614
H 0.336 1.560 1.918
H -0.412 2.516 0.626
H -4.289 0.722 -0.508
H -3.122 -0.058 -1.578
H -3.623 -0.868 -0.083
H 1.097 -2.306 -0.972
H 2.273 -2.734 0.271
H 0.582 -2.615 0.701
H 2.737 -0.299 -1.370
H 2.969 0.896 -0.088
H 3.691 -0.699 0.054
*
```

=====

[4]
Formula: C8H19NO2Si
Source: OMol25
Level of theory: ωB97M-V with the def2-TZVPD basis set

Values from the calculation:
* E_LUMO: 0.72 eV
* HOMO energy: -7.1 eV
* gap between HOMO and LUMO: 0.2869 Eh
* total energy: -810.86053 Ha

ORCA input file:
```
! wB97M-V def2-TZVPD RIJCOSX def2/J DEFGRID3
* xyz 0 1
C -1.528 1.332 -1.980
C -1.004 1.009 -0.664
Si 0.623 0.479 -0.359
O 1.331 0.391 1.126
C 0.894 0.343 2.475
C 0.223 1.646 2.913
N 1.818 -0.126 -1.364
C 3.083 -0.735 -1.041
C 1.771 0.138 -2.828
H -0.630 1.481 -2.626
H -2.167 0.496 -2.337
H -2.156 2.272 -2.004
H -1.550 1.042 0.230
H 0.369 -0.554 2.675
H 1.798 0.184 3.145
H 1.050 2.397 2.792
H -0.432 1.949 2.074
H -0.089 1.693 3.934
H 3.927 -0.095 -1.326
H 3.082 -0.994 0.059
H 3.204 -1.751 -1.547
H 0.758 0.511 -3.097
H 2.565 0.850 -3.156
H 1.916 -0.789 -3.533
C -1.923 -2.875 0.852
C -1.818 -1.882 2.003
O -1.243 -1.823 3.038
H -2.652 -3.706 0.980
H -2.221 -2.417 -0.035
H -0.973 -3.469 0.880
H -2.477 -1.028 1.614
*
```

=====

[5]
Formula: C8H19NO2Si2
Source: OMol25
Level of theory: ωB97M-V with the def2-TZVPD basis set

Values from the calculation:
* E_LUMO (alpha / beta): 0.08 / -0.73 eV
* HOMO energy (alpha / beta): -7.7 / -6.3 eV
* gap between HOMO and LUMO (alpha / beta): 0.2875 / 0.2058 Eh
* total energy: -1100.32253 Ha

ORCA input file:
```
! wB97M-V def2-TZVPD RIJCOSX def2/J DEFGRID3
* xyz 0 1
C -3.137 2.604 -1.451
C 0.553 -1.141 -1.209
C 0.259 0.233 -1.829
C 1.468 -0.539 0.898
C 0.843 2.378 1.105
C 3.727 1.448 -0.123
C -1.307 -2.927 2.031
C -2.656 -1.347 -0.337
N 0.334 -1.051 0.172
O -2.826 1.762 -0.638
O 1.333 1.082 -1.518
Si 1.872 1.224 0.071
Si -1.204 -1.341 0.880
H -4.291 2.822 -1.607
H -0.019 -1.874 -1.626
H 1.651 -1.453 -1.572
H 0.143 0.231 -2.898
H -0.689 0.558 -1.232
H 1.220 -0.384 1.968
H 2.390 -1.153 0.823
H 0.991 3.442 1.231
H -0.127 2.501 0.656
H 0.658 2.099 2.129
H 4.054 2.263 0.462
H 4.321 0.493 -0.014
H 3.883 1.781 -1.247
H -1.880 -3.805 1.578
H -0.362 -3.168 2.502
H -2.020 -2.614 2.715
H -2.768 -2.077 -1.200
H -3.636 -1.606 0.238
H -2.777 -0.440 -0.961
*
```

=====

[6]
Formula: C8H19NO4S
Source: OMol25
Level of theory: ωB97M-V with the def2-TZVPD basis set

Values from the calculation:
* E_LUMO: 0.60 eV
* HOMO energy: -8.4 eV
* gap between HOMO and LUMO: 0.3298 Eh
* total energy: -1070.07009 Ha

ORCA input file:
```
! wB97M-V def2-TZVPD RIJCOSX def2/J DEFGRID3
* xyz 0 1
O -3.184 1.101 4.147
S -2.175 0.987 3.170
O -2.494 0.636 1.831
O -1.290 2.307 3.192
C 0.108 2.002 3.112
C 0.262 0.563 3.607
O -1.061 0.015 3.716
H 0.538 2.166 2.130
H 0.562 2.691 3.823
H 0.730 0.496 4.583
H 0.810 -0.042 2.885
C -1.960 -0.316 -1.583
C -0.828 -1.322 -1.528
N 0.478 -0.665 -1.619
C 0.827 0.062 -0.402
C 1.021 1.551 -0.733
C 1.546 -1.541 -2.049
C 1.444 -2.007 -3.485
H -2.901 -0.814 -1.354
H -1.994 0.094 -2.592
H -1.801 0.492 -0.872
H -0.876 -1.932 -0.610
H -0.923 -1.991 -2.379
H -0.017 -0.012 0.298
H 1.670 -0.434 0.092
H 0.855 2.225 0.110
H 1.997 1.752 -1.173
H 0.256 1.795 -1.466
H 1.617 -2.425 -1.374
H 2.495 -1.019 -1.910
H 2.313 -2.618 -3.735
H 1.408 -1.164 -4.176
H 0.570 -2.632 -3.656
*
```

=====

Taking the records one at a time from the top gives strongest force on any atom values of 0.1062, 0.1169, 0.1070, 0.0885, 0.0756, 0.0209 hartree/bohr.
Taking the records one at a time from the top gives energy relative to the best compared isomer or geometry (same formula, charge and spin) values of 4.501, 7.422, 3.230, 3.679, 0.825, 0.000 eV.